Density functional theory data (ωB97M-V/def2-TZVPD) for a 3-piece molecular cluster, C44H35BFNO8P overall.

Results
Energy   -2820.6040 Ha
Net charge   -1
HOMO-LUMO gap   5.2 eV
Highest occupied orbital energy   -0.172 hartree

Last column: Löwdin charge in e.
Atoms and positions in Å:
O1 -5.099 -3.332 -1.862  0.16
C1 -4.295 -3.321 -0.997  -0.57
F1 -4.605 -3.803 0.199  0.13
N1 -2.990 -2.845 -1.089  0.13
C2 -2.910 -1.442 -0.691  -0.49
O2 -3.776 -1.040 0.042  0.04
P1 -1.358 -0.403 -1.297  0.64
C3 -1.738 -0.873 -3.176  -0.20
B1 -0.756 -1.933 -3.729  -0.74
O3 0.613 -1.775 -3.848  0.13
O4 -1.264 -3.179 -4.176  0.09
C4 -1.016 -0.047 0.565  -0.27
C5 0.277 0.644 0.853  -0.29
C6 0.286 1.784 1.667  -0.06
C7 1.459 2.454 1.995  -0.10
C8 2.675 1.984 1.512  -0.12
C9 2.678 0.862 0.692  -0.10
C10 1.505 0.195 0.373  -0.06
C11 -2.388 1.197 -1.526  -0.28
C12 -3.699 1.277 -1.985  -0.10
C13 -4.362 2.490 -2.131  -0.10
C14 -3.715 3.685 -1.833  -0.12
C15 -2.398 3.627 -1.396  -0.11
C16 -1.749 2.403 -1.247  -0.10
H1 -2.633 -2.990 -2.028  0.10
H2 -0.570 -1.645 -1.188  0.02
H3 -0.162 0.278 -1.750  0.03
H4 -2.757 -1.276 -3.191  0.05
H5 -1.785 0.048 -3.755  0.07
H6 0.860 -2.161 -4.694  0.08
H7 -1.984 -3.024 -4.792  0.09
H8 -1.836 0.526 0.996  0.08
H9 -1.021 -1.017 1.072  0.08
H10 -0.654 2.159 2.052  0.11
H11 1.391 3.314 2.646  0.09
H12 3.585 2.502 1.786  0.08
H13 3.634 0.511 0.329  0.09
H14 1.543 -0.688 -0.250  0.10
H15 -4.233 0.364 -2.216  0.10
H16 -5.389 2.510 -2.475  0.09
H17 -4.202 4.645 -1.912  0.08
H18 -1.875 4.546 -1.166  0.09
H19 -0.718 2.434 -0.916  0.09
C17 -3.074 -4.467 2.718  -0.05
C18 -2.877 -3.129 2.393  -0.04
C19 -2.878 -2.167 3.390  0.03
C20 -3.088 -2.537 4.714  -0.08
C21 -3.308 -3.881 5.036  -0.09
C22 -3.288 -4.843 4.033  0.00
C23 -3.579 -4.299 6.435  -0.28
O5 -3.765 -5.466 6.724  0.09
C24 -3.626 -3.244 7.489  -0.08
C25 -3.931 -3.603 8.796  -0.01
C26 -3.967 -2.638 9.788  -0.07
C27 -3.689 -1.310 9.480  -0.07
C28 -3.389 -0.947 8.178  -0.01
C29 -3.365 -1.910 7.177  -0.08
C30 -3.071 -1.494 5.773  -0.28
O6 -2.831 -0.333 5.516  0.11
H20 -3.066 -5.216 1.939  0.11
H21 -2.719 -2.836 1.371  0.07
H22 -2.719 -1.127 3.140  0.12
H23 -3.447 -5.882 4.287  0.12
H24 -4.142 -4.637 9.030  0.12
H25 -4.209 -2.919 10.805  0.10
H26 -3.711 -0.557 10.258  0.10
H27 -3.177 0.084 7.931  0.12
C31 7.251 5.560 -2.704  -0.06
C32 6.604 5.004 -1.604  -0.06
C33 5.929 3.802 -1.728  0.00
C34 5.888 3.156 -2.957  -0.08
C35 6.517 3.724 -4.066  -0.08
C36 7.207 4.923 -3.932  -0.01
C37 6.447 3.071 -5.404  -0.28
O7 7.000 3.563 -6.368  0.10
C38 5.672 1.805 -5.528  -0.09
C39 5.542 1.206 -6.775  -0.01
C40 4.833 0.024 -6.904  -0.06
C41 4.256 -0.571 -5.786  -0.05
C42 4.378 0.022 -4.541  0.01
C43 5.079 1.214 -4.410  -0.08
C44 5.172 1.854 -3.068  -0.27
O8 4.673 1.333 -2.096  0.12
H28 7.785 6.496 -2.601  0.10
H29 6.630 5.511 -0.648  0.11
H30 5.428 3.362 -0.877  0.12
H31 7.703 5.353 -4.791  0.12
H32 5.994 1.671 -7.641  0.12
H33 4.728 -0.438 -7.877  0.10
H34 3.706 -1.497 -5.887  0.11
H35 3.925 -0.432 -3.670  0.13

Density functional theory data (ωB97M-V/def2-TZVPD) for C44H35I2N6O7S3Tl as an isolated structure.

Results
Energy   -4515.0443 Ha
Net charge   -2
HOMO-LUMO gap   4.8 eV
Relative energy (zero: lowest compared OMol25 entry of this formula, charge and spin)   0.0 kcal/mol
Highest occupied orbital energy   -0.072 hartree

Last column: Löwdin charge in e.
Atoms and positions in Å:
Tl1 0.936 2.734 2.684  0.52
O1 0.221 -0.087 5.518  -0.01
C1 -0.197 0.965 5.016  -0.65
O2 0.456 2.044 4.867  -0.12
C2 -1.659 1.015 4.609  -0.04
C3 -2.545 0.398 5.443  0.06
C4 -3.925 0.427 5.187  -0.16
C5 -4.409 1.032 4.052  0.06
C6 -3.528 1.635 3.173  -0.06
C7 -2.100 1.709 3.412  -0.28
O3 -1.320 2.277 2.608  -0.15
N1 -4.130 2.163 1.960  -0.36
O4 -5.337 1.975 1.787  0.00
O5 -3.433 2.704 1.126  0.08
N2 -4.847 -0.208 6.095  -0.37
O6 -4.397 -0.751 7.095  0.03
O7 -6.045 -0.177 5.839  0.02
H1 -2.166 -0.128 6.307  0.13
H2 -5.464 1.028 3.832  0.12
N3 0.798 2.398 0.204  -0.29
S1 0.834 2.023 -1.177  0.77
N4 0.149 0.561 -1.744  -0.35
S2 0.664 -0.840 -1.446  0.82
N5 1.125 -1.365 -0.082  -0.35
S3 0.292 -1.080 1.381  0.77
N6 0.464 0.138 2.119  -0.23
C8 0.797 -2.596 2.199  -0.30
C9 0.726 -2.524 3.583  -0.03
C10 1.091 -3.640 4.325  -0.06
C11 1.522 -4.796 3.691  -0.09
C12 1.600 -4.847 2.303  -0.09
C13 1.238 -3.741 1.550  -0.10
C14 -1.405 -1.404 0.883  -0.29
C15 -2.146 -0.255 0.639  -0.06
C16 -3.465 -0.386 0.222  -0.06
C17 -4.028 -1.647 0.083  -0.08
C18 -3.278 -2.787 0.346  -0.08
C19 -1.955 -2.671 0.743  -0.07
C20 2.037 -1.292 -2.504  -0.30
C21 1.910 -0.997 -3.854  -0.06
C22 2.925 -1.363 -4.721  -0.07
C23 4.054 -2.009 -4.231  -0.08
C24 4.172 -2.285 -2.878  -0.07
C25 3.156 -1.928 -2.000  -0.06
C26 -0.619 -1.869 -2.158  -0.30
C27 -0.381 -3.236 -2.219  -0.07
C28 -1.344 -4.063 -2.767  -0.07
C29 -2.534 -3.521 -3.239  -0.08
C30 -2.760 -2.156 -3.163  -0.07
C31 -1.795 -1.314 -2.624  -0.06
C32 0.030 3.099 -2.340  -0.31
C33 -0.484 2.687 -3.566  -0.11
C34 -1.039 3.638 -4.405  -0.09
C35 -1.072 4.976 -4.017  -0.07
C36 -0.563 5.372 -2.792  -0.08
C37 -0.009 4.425 -1.936  -0.04
C38 2.507 1.848 -1.826  -0.29
C39 3.431 1.426 -0.880  -0.07
C40 4.753 1.255 -1.258  -0.07
C41 5.144 1.522 -2.564  -0.09
C42 4.214 1.969 -3.493  -0.08
C43 2.885 2.135 -3.127  -0.06
H3 0.418 -1.604 4.080  0.09
H4 1.042 -3.590 5.405  0.11
H5 1.808 -5.660 4.277  0.10
H6 1.948 -5.746 1.810  0.09
H7 1.303 -3.758 0.470  0.08
H8 -1.694 0.722 0.797  0.10
H9 -4.053 0.501 0.023  0.10
H10 -5.064 -1.740 -0.220  0.10
H11 -3.726 -3.768 0.246  0.10
H12 -1.367 -3.555 0.953  0.11
H13 1.029 -0.479 -4.213  0.12
H14 2.842 -1.133 -5.775  0.11
H15 4.851 -2.288 -4.909  0.10
H16 5.059 -2.774 -2.497  0.11
H17 3.222 -2.119 -0.938  0.11
H18 0.550 -3.641 -1.839  0.11
H19 -1.171 -5.130 -2.819  0.10
H20 -3.292 -4.170 -3.659  0.10
H21 -3.695 -1.737 -3.513  0.11
H22 -1.950 -0.247 -2.543  0.11
H23 -0.460 1.641 -3.844  0.08
H24 -1.451 3.335 -5.360  0.09
H25 -1.499 5.718 -4.680  0.10
H26 -0.557 6.413 -2.485  -0.03
H27 0.378 4.724 -0.968  0.06
H28 3.100 1.259 0.139  0.09
H29 5.481 0.929 -0.526  0.11
H30 6.180 1.401 -2.855  0.10
H31 4.524 2.202 -4.504  0.10
H32 2.158 2.499 -3.842  0.11
I1 0.308 5.425 2.164  0.12
I2 0.999 8.594 -1.521  -0.73
C44 3.021 2.116 2.800  -0.23
H33 3.028 1.045 2.606  -0.03
H34 3.377 2.323 3.807  -0.01
H35 3.605 2.669 2.066  -0.02